1.
{
  "formula": "C33H45CrN5S",
  "method": "ωB97M-V with the def2-TZVPD basis set",
  "elements": ["Cr", "N", "N", "C", "C", "C", "C", "H", "H", "H", "C", "C", "H", "H", "H", "C", "C", "H", "H", "H", "C", "H", "H", "H", "C", "H", "H", "H", "C", "H", "C", "H", "C", "H", "C", "H", "C", "C", "H", "C", "C", "H", "C", "H", "N", "C", "C", "C", "H", "C", "C", "H", "H", "H", "C", "H", "C", "C", "H", "H", "H", "C", "H", "H", "H", "C", "N", "C", "C", "S", "N", "C", "C", "H", "H", "H", "H", "H", "H", "H", "H", "H", "H", "H", "H"],
  "xyz": [[0.2240, -0.0026, 0.0879], [2.1777, 2.4573, -2.0188], [0.6668, -0.9171, -2.1355], [-1.6115, -0.2521, 1.1981], [-1.8570, 0.5642, 0.0380], [-1.0009, 1.7221, 0.1220], [-0.9312, 2.8769, -0.8241], [-1.6338, 2.7397, -1.6532], [0.0827, 2.9794, -1.2458], [-1.1819, 3.8164, -0.3133], [-0.2668, 1.6423, 1.3575], [0.5129, 2.7638, 1.9430], [-0.1424, 3.4911, 2.4464], [1.0569, 3.3058, 1.1607], [1.2355, 2.4066, 2.6847], [-0.6160, 0.4057, 2.0061], [-0.1974, -0.0085, 3.3736], [0.8411, 0.2768, 3.5747], [-0.2772, -1.0951, 3.5012], [-0.8268, 0.4634, 4.1426], [-2.9266, 0.3304, -0.9802], [-3.8660, 0.8299, -0.6943], [-3.1439, -0.7397, -1.0894], [-2.6299, 0.7153, -1.9645], [-2.3855, -1.4651, 1.5982], [-1.7605, -2.1610, 2.1713], [-2.7530, -2.0103, 0.7209], [-3.2571, -1.2052, 2.2190], [3.3366, 3.0912, -2.2032], [3.3149, 4.1811, -2.1786], [4.5476, 2.4164, -2.4062], [5.4634, 3.0016, -2.4995], [4.5367, 1.0249, -2.4934], [5.4534, 0.4598, -2.6783], [3.3206, 0.3590, -2.3498], [3.2428, -0.7267, -2.3893], [2.1591, 1.1164, -2.1029], [0.8261, 0.5222, -1.9117], [0.0303, 1.1046, -2.4075], [0.1412, -1.6062, -1.0601], [0.4735, -1.6336, -3.3122], [0.7892, -1.2795, -4.2740], [-0.1246, -2.7893, -2.9658], [-0.4063, -3.6395, -3.5612], [-0.3701, -2.7498, -1.5938], [-1.1181, -3.7161, -0.8556], [-2.3882, -4.1027, -1.3087], [-3.1170, -5.0149, -0.5336], [-4.1068, -5.3223, -0.8779], [-2.6136, -5.5313, 0.6617], [-3.4135, -6.5123, 1.4684], [-3.2430, -6.3816, 2.5458], [-3.1461, -7.5522, 1.2230], [-4.4892, -6.4011, 1.2751], [-1.3403, -5.1313, 1.0819], [-0.9306, -5.5393, 2.0078], [-0.5759, -4.2278, 0.3321], [0.7932, -3.8364, 0.7917], [1.5205, -3.7951, -0.0258], [1.1500, -4.5622, 1.5296], [0.7938, -2.8509, 1.2817], [-2.9939, -3.5352, -2.5523], [-2.5347, -3.9423, -3.4610], [-2.9435, -2.4396, -2.6001], [-4.0533, -3.8076, -2.5755], [3.3063, -0.8815, 3.4646], [3.4704, 0.4962, 2.9918], [4.0050, 1.4864, 3.9320], [3.3242, 0.7860, 1.6873], [2.4667, -0.3774, 0.6854], [4.0897, 1.7938, 1.1114], [5.4616, 1.4531, 0.7220], [3.8016, 3.2209, 1.2433], [3.5747, -0.9071, 4.5248], [3.9615, -1.5670, 2.9063], [2.2703, -1.2186, 3.3394], [4.9396, 1.9260, 3.5542], [3.2711, 2.2897, 4.1099], [4.1968, 0.9805, 4.8821], [5.8551, 2.2206, 0.0468], [6.1048, 1.3866, 1.6169], [5.4507, 0.4861, 0.2069], [3.2661, 3.5915, 0.3577], [3.2024, 3.4225, 2.1389], [4.7540, 3.7644, 1.3197]],
  "lowdin_spin": [2.07, 0.00, -0.02, 0.00, 0.01, -0.01, 0.00, 0.00, 0.00, 0.00, 0.02, 0.01, 0.00, 0.00, 0.00, 0.02, 0.01, 0.00, 0.00, 0.00, 0.00, 0.00, 0.00, 0.00, 0.00, 0.00, 0.00, 0.00, 0.00, 0.00, 0.00, 0.00, 0.00, 0.00, 0.00, 0.00, 0.01, 0.00, 0.00, -0.04, 0.01, 0.00, -0.01, 0.00, -0.02, 0.00, 0.00, 0.00, 0.00, 0.00, 0.00, 0.00, 0.00, 0.00, 0.00, 0.00, 0.00, 0.00, 0.00, 0.00, 0.00, 0.00, 0.00, 0.00, 0.00, 0.03, 0.18, 0.02, 0.44, 0.12, 0.06, 0.03, 0.02, 0.00, 0.01, 0.00, 0.01, 0.01, 0.00, 0.01, 0.00, 0.00, 0.00, 0.00, 0.00],
  "homo_ev": [-1.53, -1.88],
  "spin_multiplicity": 4,
  "total_charge": -1,
  "s_squared": 3.837,
  "e_lumo_ev": [2.612, 2.614]
}

=====

2.
{
  "formula": "C33H45MnN4O11P2SSi2",
  "method": "ωB97M-V with the def2-TZVPD basis set",
  "elements": ["Mn", "N", "C", "C", "P", "O", "O", "O", "P", "O", "O", "O", "H", "H", "H", "H", "H", "H", "H", "H", "C", "Si", "C", "C", "C", "C", "H", "H", "H", "H", "H", "H", "H", "H", "H", "C", "C", "S", "O", "O", "C", "C", "N", "C", "N", "C", "C", "N", "O", "O", "C", "H", "H", "H", "H", "H", "H", "H", "H", "H", "H", "H", "H", "H", "O", "Si", "C", "C", "C", "C", "C", "C", "C", "C", "C", "C", "C", "C", "C", "C", "C", "C", "C", "C", "H", "H", "H", "H", "H", "H", "H", "H", "H", "H", "H", "H", "H", "H", "H"],
  "xyz": [[-0.5125, -0.0085, 0.7865], [-0.8797, 3.5804, 2.5998], [-0.4088, 3.5478, 1.1547], [-0.2229, 4.9461, 0.6039], [-1.7470, 2.5407, 0.3280], [-0.8409, 1.7603, -0.7787], [-2.8072, 3.3730, -0.2504], [-2.0163, 1.5202, 1.4248], [1.1571, 2.5646, 1.2221], [1.8050, 3.3011, 2.4989], [1.9812, 2.6910, 0.0051], [0.7024, 1.1920, 1.7140], [-1.5668, 4.3192, 2.7467], [-0.0816, 3.6987, 3.2305], [-1.3428, 2.6578, 2.7406], [-1.1858, 5.4475, 0.4925], [0.2314, 4.8729, -0.3833], [0.4407, 5.5383, 1.2385], [-1.3537, 1.6160, -1.5979], [2.7676, 3.0944, 2.5725], [-0.3648, -5.3098, 3.7263], [0.5855, -4.5955, 2.2834], [0.2642, -5.6319, 0.7588], [2.4201, -4.5216, 2.6503], [0.0398, -2.8779, 1.9291], [-0.2087, -1.7298, 1.6150], [0.0238, -6.2985, 3.9807], [-1.4195, -5.4179, 3.4655], [-0.2991, -4.6789, 4.6139], [0.4087, -6.6943, 0.9670], [0.9365, -5.3482, -0.0536], [-0.7584, -5.4855, 0.4055], [2.8408, -5.5167, 2.8086], [2.6170, -3.9222, 3.5417], [2.9443, -4.0552, 1.8132], [4.4072, 6.1913, 0.5354], [4.3132, 5.0181, -0.4311], [5.1163, 3.5963, 0.2822], [6.5043, 3.8967, 0.5082], [4.3204, 3.1557, 1.4158], [4.9954, 2.3827, -1.0185], [5.4282, 0.9826, -0.5764], [4.4074, 0.2263, 0.1486], [3.2515, -0.2196, -0.4086], [2.4406, -0.7631, 0.4788], [3.0790, -0.6740, 1.6751], [4.2780, -0.0502, 1.5013], [5.2673, 0.2032, 2.4970], [4.9033, 0.1445, 3.6538], [6.3960, 0.5008, 2.1365], [2.9254, -0.0886, -1.8535], [4.0343, 7.0953, 0.0567], [5.4407, 6.3596, 0.8350], [3.8154, 6.0036, 1.4307], [4.8354, 5.2120, -1.3688], [3.2875, 4.7083, -0.6367], [5.6671, 2.7501, -1.7945], [3.9605, 2.4022, -1.3601], [6.3265, 1.0229, 0.0310], [5.6571, 0.4129, -1.4761], [2.6511, -1.0543, 2.5870], [3.7513, -0.4070, -2.4914], [2.6628, 0.9420, -2.0966], [2.0608, -0.7170, -2.0552], [-1.6998, -0.7672, -0.3197], [-3.0261, -1.2019, -1.1328], [-3.3552, 0.1869, -2.3576], [-4.4140, 1.0858, -2.2333], [-4.5422, 2.1652, -3.0982], [-3.6044, 2.3733, -4.0967], [-2.5385, 1.4923, -4.2388], [-2.4236, 0.4064, -3.3819], [-2.6139, -2.7624, -2.0871], [-1.2907, -3.2082, -2.1305], [-0.9419, -4.3410, -2.8543], [-1.9153, -5.0526, -3.5397], [-3.2379, -4.6315, -3.4977], [-3.5798, -3.4961, -2.7787], [-4.4763, -1.4407, 0.0190], [-4.2474, -1.4937, 1.3959], [-5.2947, -1.6900, 2.2850], [-6.5911, -1.8330, 1.8118], [-6.8382, -1.7843, 0.4469], [-5.7878, -1.5912, -0.4385], [-5.1337, 0.9593, -1.4331], [-5.3653, 2.8576, -2.9771], [-3.6982, 3.2214, -4.7629], [-1.8053, 1.6473, -5.0207], [-1.6054, -0.2958, -3.5175], [-0.5366, -2.6711, -1.5653], [0.0876, -4.6772, -2.8748], [-1.6468, -5.9395, -4.1000], [-4.0006, -5.1913, -4.0246], [-4.6179, -3.1814, -2.7541], [-3.2360, -1.3878, 1.7703], [-5.0996, -1.7330, 3.3493], [-7.4089, -1.9828, 2.5054], [-7.8490, -1.8942, 0.0743], [-5.9987, -1.5508, -1.5025]],
  "lowdin_spin": [3.79, 0.00, 0.00, 0.00, 0.01, 0.01, 0.00, 0.04, 0.01, 0.00, 0.00, 0.04, 0.00, 0.00, 0.00, 0.00, 0.00, 0.00, 0.00, 0.00, 0.00, 0.01, 0.00, 0.00, 0.07, -0.10, 0.00, 0.00, 0.00, 0.00, 0.00, 0.00, 0.00, 0.00, 0.00, 0.00, 0.00, 0.00, 0.00, 0.00, 0.00, 0.00, 0.00, 0.00, 0.01, 0.00, 0.00, 0.00, 0.00, 0.00, 0.00, 0.00, 0.00, 0.00, 0.00, 0.00, 0.00, 0.00, 0.00, 0.00, 0.00, 0.00, 0.00, 0.00, 0.06, 0.02, 0.00, 0.00, 0.00, 0.00, 0.00, 0.00, 0.00, 0.00, 0.00, 0.00, 0.00, 0.00, 0.00, 0.00, 0.00, 0.00, 0.00, 0.00, 0.00, 0.00, 0.00, 0.00, 0.00, 0.00, 0.00, 0.00, 0.00, 0.00, 0.00, 0.00, 0.00, 0.00, 0.00],
  "homo_ev": [-8.89, -8.89],
  "spin_multiplicity": 5,
  "total_charge": 0,
  "de_lowest_kcal_mol": 31.95,
  "s_squared": 6.063,
  "e_lumo_ev": [-0.753, -0.070]
}